1.
92
Properties=species:S:1:pos:R:3:lowdin_charge:R:1 method="wB97M-V/def2-TZVPD" smiles="O=C=Nc1cc(CC(=O)Cl)cc2nsnc12.O=C1c2ccccc2C(=O)c2ccccc21.O=C1c2ccccc2C(=O)c2ccccc21.O=C1c2ccccc2C(=O)c2ccccc21"
O -1.141 4.778 8.330 0.030
C -0.607 5.056 7.133 -0.075
N -0.031 5.372 5.925 0.080
C -0.308 6.878 5.781 -0.111
C -1.910 7.307 5.808 0.047
C -2.391 8.866 5.618 -0.126
C -4.013 9.158 5.664 -0.127
C -4.390 10.470 6.589 -0.566
O -5.128 10.260 7.714 -0.095
Cl -3.884 12.222 6.261 0.574
C -1.219 9.994 5.396 0.040
C 0.352 9.507 5.424 -0.200
N 1.581 10.377 5.277 -0.300
S 3.055 9.404 5.403 0.876
N 2.402 7.760 5.604 -0.270
C 0.901 7.974 5.611 -0.192
H -2.731 6.475 5.959 0.115
H -4.491 8.217 6.222 0.135
H -4.516 9.169 4.595 0.140
H -1.482 11.120 5.220 0.073
C -2.204 3.004 -2.318 -0.054
C -1.044 2.547 -2.944 -0.056
C 0.081 2.227 -2.181 -0.016
C 0.050 2.377 -0.789 -0.109
C -1.102 2.857 -0.167 -0.086
C -2.236 3.160 -0.932 0.011
C -1.129 3.065 1.295 -0.278
O -2.142 3.484 1.843 0.096
C 0.083 2.771 2.086 -0.080
C 0.089 3.019 3.464 0.000
C 1.227 2.731 4.221 -0.065
C 2.355 2.187 3.607 -0.055
C 2.353 1.944 2.233 0.007
C 1.218 2.246 1.469 -0.084
C 1.238 2.019 0.011 -0.283
O 2.230 1.546 -0.531 0.091
H -3.084 3.244 -2.912 0.107
H -1.015 2.437 -4.025 0.108
H 0.981 1.866 -2.676 0.120
H -3.143 3.523 -0.451 0.122
H -0.788 3.440 3.952 0.107
H 1.232 2.929 5.291 0.093
H 3.238 1.956 4.198 0.108
H 3.239 1.524 1.760 0.121
C -0.204 -2.784 -3.008 -0.045
C 0.018 -1.532 -2.437 -0.042
C -0.778 -1.096 -1.377 0.018
C -1.809 -1.912 -0.894 -0.079
C -2.046 -3.154 -1.481 -0.086
C -1.234 -3.597 -2.533 0.009
C -3.162 -4.001 -1.012 -0.279
O -3.369 -5.094 -1.525 0.094
C -4.029 -3.509 0.077 -0.086
C -5.125 -4.277 0.492 0.005
C -5.942 -3.825 1.531 -0.059
C -5.663 -2.613 2.162 -0.059
C -4.575 -1.844 1.747 0.007
C -3.762 -2.289 0.696 -0.084
C -2.635 -1.451 0.240 -0.272
O -2.391 -0.384 0.791 0.098
H 0.423 -3.128 -3.828 0.101
H 0.814 -0.893 -2.816 0.107
H -0.596 -0.119 -0.933 0.100
H -1.405 -4.571 -2.987 0.118
H -5.348 -5.225 0.007 0.121
H -6.796 -4.420 1.848 0.107
H -6.295 -2.264 2.976 0.107
H -4.365 -0.897 2.241 0.122
C 0.723 -8.623 -5.061 -0.055
C 1.547 -9.739 -5.207 -0.056
C 2.932 -9.580 -5.273 0.007
C 3.495 -8.300 -5.205 -0.086
C 2.670 -7.183 -5.084 -0.085
C 1.281 -7.345 -5.000 0.007
C 3.250 -5.824 -5.062 -0.276
O 2.527 -4.842 -4.951 0.086
C 4.713 -5.666 -5.182 -0.085
C 5.272 -4.382 -5.221 0.007
C 6.656 -4.223 -5.321 -0.057
C 7.484 -5.344 -5.374 -0.057
C 6.930 -6.624 -5.342 0.007
C 5.541 -6.785 -5.256 -0.086
C 4.963 -8.144 -5.258 -0.278
O 5.690 -9.129 -5.310 0.097
H -0.356 -8.747 -5.000 0.109
H 1.111 -10.733 -5.267 0.108
H 3.569 -10.456 -5.382 0.122
H 0.632 -6.478 -4.892 0.117
H 4.632 -3.502 -5.176 0.121
H 7.087 -3.225 -5.356 0.108
H 8.563 -5.221 -5.445 0.108
H 7.583 -7.494 -5.389 0.122

2.
94
Properties=species:S:1:pos:R:3:lowdin_charge:R:1 method="wB97M-V/def2-TZVPD" charge=-1
F 9.570 -0.890 2.101 -0.087
C 9.659 -0.960 0.719 -0.250
C 9.658 0.416 0.061 -0.377
N 8.678 1.341 0.538 -0.136
C 7.589 1.496 -0.388 -0.360
C 6.748 0.240 -0.473 -0.232
C 6.847 -0.629 -1.567 -0.072
C 6.142 -1.831 -1.592 -0.111
C 5.313 -2.161 -0.523 -0.146
C 5.197 -1.292 0.566 -0.113
C 5.912 -0.101 0.593 -0.054
H 10.609 -1.465 0.497 0.091
H 8.861 -1.604 0.350 0.089
H 10.668 0.837 0.216 0.077
H 9.591 0.207 -1.026 0.086
H 6.962 2.313 -0.022 0.083
H 7.912 1.775 -1.418 0.083
H 7.505 -0.337 -2.371 0.091
H 6.245 -2.495 -2.437 0.088
H 4.774 -3.098 -0.567 0.084
H 4.549 -1.553 1.391 0.085
H 5.845 0.535 1.462 0.104
C -0.962 -5.415 -6.449 -0.066
C 0.355 -5.824 -6.268 -0.063
C 1.166 -5.174 -5.354 -0.004
C 0.666 -4.105 -4.621 -0.080
C -0.650 -3.684 -4.813 -0.083
C -1.463 -4.347 -5.724 -0.008
C -1.198 -2.517 -4.065 -0.279
O -2.348 -2.160 -4.230 0.096
C -0.296 -1.806 -3.120 -0.087
C -0.770 -0.686 -2.448 -0.004
C 0.051 -0.016 -1.556 -0.056
C 1.347 -0.466 -1.326 -0.041
C 1.828 -1.578 -1.994 0.015
C 1.013 -2.250 -2.898 -0.078
C 1.553 -3.429 -3.627 -0.276
O 2.677 -3.836 -3.428 0.113
H -1.597 -5.929 -7.159 0.103
H 0.748 -6.653 -6.842 0.104
H 2.189 -5.489 -5.203 0.120
H -2.485 -4.020 -5.860 0.117
H -1.779 -0.342 -2.630 0.117
H -0.319 0.862 -1.040 0.095
H 1.989 0.055 -0.628 0.112
H 2.840 -1.924 -1.820 0.104
C -4.917 2.905 1.253 -0.056
C -5.709 4.009 1.548 -0.051
C -5.410 5.245 0.997 -0.001
C -4.307 5.385 0.163 -0.082
C -3.499 4.281 -0.110 -0.080
C -3.816 3.040 0.426 -0.006
C -2.282 4.408 -0.959 -0.274
O -1.580 3.444 -1.178 0.102
C -1.948 5.751 -1.506 -0.081
C -0.791 5.905 -2.260 0.003
C -0.470 7.145 -2.785 -0.053
C -1.306 8.235 -2.563 -0.057
C -2.457 8.088 -1.808 -0.004
C -2.779 6.848 -1.271 -0.083
C -4.006 6.717 -0.433 -0.277
O -4.736 7.667 -0.239 0.103
H -5.155 1.935 1.672 0.103
H -6.562 3.903 2.205 0.108
H -6.026 6.107 1.214 0.119
H -3.193 2.186 0.196 0.113
H -0.148 5.052 -2.430 0.123
H 0.433 7.265 -3.368 0.109
H -1.054 9.202 -2.978 0.106
H -3.108 8.932 -1.627 0.119
C -5.699 -4.931 6.619 -0.060
C -6.494 -3.833 6.931 -0.061
C -6.205 -2.591 6.393 -0.005
C -5.113 -2.439 5.547 -0.083
C -4.306 -3.538 5.248 -0.081
C -4.608 -4.785 5.780 -0.003
C -3.108 -3.395 4.371 -0.276
O -2.415 -4.354 4.105 0.111
C -2.789 -2.041 3.838 -0.081
C -1.652 -1.871 3.057 0.008
C -1.347 -0.621 2.543 -0.042
C -2.179 0.463 2.803 -0.053
C -3.311 0.299 3.584 -0.010
C -3.618 -0.950 4.109 -0.084
C -4.827 -1.097 4.965 -0.278
O -5.561 -0.155 5.183 0.100
H -5.931 -5.903 7.036 0.106
H -7.341 -3.949 7.594 0.105
H -6.820 -1.733 6.626 0.119
H -3.983 -5.632 5.536 0.120
H -1.012 -2.718 2.856 0.124
H -0.459 -0.491 1.938 0.108
H -1.941 1.437 2.397 0.104
H -3.959 1.140 3.792 0.112

3.
105
Properties=species:S:1:pos:R:3:lowdin_spin:R:1 method="wB97M-V/def2-TZVPD" multiplicity=3 relative_energy_kj_mol=34.7
W 0.503 0.001 -0.292 1.611
O -2.706 -0.785 2.356 0.023
C -1.683 -0.402 1.847 0.010
N -0.893 -1.089 0.923 0.023
C -1.085 -2.462 0.880 0.008
O -1.861 -3.122 1.529 0.026
C -0.090 -3.087 -0.023 0.012
C -0.017 -4.466 -0.117 -0.002
C 1.012 -5.042 -0.829 0.013
C 1.958 -4.187 -1.385 -0.002
C 1.797 -2.826 -1.277 0.010
N 0.763 -2.245 -0.639 0.001
C -1.057 0.898 2.168 0.022
C -1.512 1.654 3.232 -0.003
C -0.824 2.788 3.603 0.020
C 0.351 3.070 2.915 -0.003
C 0.741 2.274 1.867 0.015
N 0.036 1.207 1.435 0.001
H -0.764 -5.043 0.408 0.000
H 1.100 -6.114 -0.929 0.001
H 2.820 -4.576 -1.906 0.000
H 2.528 -2.166 -1.716 0.001
H -2.394 1.299 3.743 0.000
H -1.166 3.412 4.415 0.001
H 0.970 3.909 3.196 -0.001
H 1.675 2.473 1.358 0.001
O 3.212 0.218 -3.403 0.010
C 2.865 0.346 -2.249 0.009
O 1.750 -0.178 -1.786 0.064
C 3.721 1.082 -1.265 0.004
C 4.638 1.980 -1.811 0.001
C 5.517 2.688 -1.013 0.001
C 5.495 2.482 0.360 0.000
C 4.603 1.582 0.913 0.002
C 3.692 0.879 0.121 0.012
S 2.650 -0.274 0.973 0.027
H 4.633 2.101 -2.886 0.000
H 6.222 3.377 -1.457 0.000
H 6.171 3.029 1.005 0.000
H 4.593 1.394 1.978 0.000
C -2.878 1.454 -2.686 -0.002
P -1.538 0.335 -2.003 0.019
C -2.325 -1.321 -2.143 0.006
C -2.298 -2.174 -3.247 0.002
C -2.927 -3.407 -3.190 0.000
C -3.621 -3.795 -2.052 0.001
C -3.723 -2.922 -0.981 0.000
C -3.077 -1.696 -1.027 0.002
C -0.497 0.455 -3.519 0.007
C 0.208 -0.665 -3.962 0.001
C 0.932 -0.617 -5.139 0.000
C 0.991 0.553 -5.878 0.000
C 0.353 1.688 -5.413 0.000
C -0.387 1.643 -4.241 0.001
P -4.700 1.797 -2.316 0.001
C -5.074 0.974 -0.734 0.000
C -6.057 -0.001 -0.602 0.000
C -6.459 -0.414 0.660 0.000
C -5.929 0.179 1.792 0.000
C -4.961 1.164 1.663 0.000
C -4.519 1.551 0.411 0.000
C -5.517 0.713 -3.566 0.000
C -6.422 1.360 -4.407 0.000
C -7.085 0.665 -5.407 0.000
C -6.843 -0.687 -5.590 0.000
C -5.932 -1.338 -4.770 0.000
C -5.285 -0.646 -3.759 0.000
H -2.878 1.192 -3.747 -0.001
H -2.454 2.451 -2.574 0.000
H -1.818 -1.872 -4.166 0.000
H -2.896 -4.063 -4.050 0.000
H -4.095 -4.767 -2.009 0.000
H -4.288 -3.184 -0.098 0.000
H -3.195 -1.012 -0.198 0.000
H 0.191 -1.577 -3.382 0.001
H 1.458 -1.499 -5.480 0.000
H 1.551 0.585 -6.803 0.000
H 0.414 2.615 -5.967 0.000
H -0.880 2.543 -3.900 0.000
H -6.505 -0.439 -1.483 0.000
H -7.205 -1.192 0.757 0.000
H -6.266 -0.119 2.775 0.000
H -4.567 1.649 2.544 0.000
H -3.760 2.316 0.317 0.000
H -6.601 2.419 -4.266 0.000
H -7.789 1.179 -6.049 0.000
H -7.364 -1.233 -6.365 0.000
H -5.728 -2.391 -4.916 0.000
H -4.601 -1.170 -3.112 0.000
O -2.488 4.838 -1.445 0.001
S -1.512 4.537 -0.437 0.001
O -1.892 4.709 0.937 0.001
N -0.924 3.004 -0.652 0.014
C 0.367 3.041 -0.870 0.007
O 1.113 1.996 -0.916 0.021
C 0.968 4.382 -0.995 -0.001
C 2.291 4.692 -1.270 0.001
C 2.660 6.029 -1.269 0.000
C 1.728 7.024 -0.991 0.001
C 0.400 6.707 -0.727 0.000
C 0.039 5.378 -0.750 0.000
H 2.999 3.899 -1.476 0.000
H 3.686 6.301 -1.476 0.000
H 2.041 8.058 -0.978 0.000
H -0.326 7.476 -0.503 0.000

4.
107
Properties=species:S:1:pos:R:3:lowdin_charge:R:1 method="wB97M-V/def2-TZVPD" charge=-1
V 0.031 0.384 -0.210 0.441
C 1.001 -4.997 3.576 -0.055
C 0.371 -3.860 2.812 -0.260
C -0.929 -3.460 3.043 0.006
C -1.552 -2.409 2.353 -0.056
C -2.953 -2.024 2.673 -0.293
O -3.720 -1.573 1.850 0.119
C -3.433 -2.228 4.089 -0.152
C -4.753 -2.618 4.286 -0.020
C -5.231 -2.851 5.566 -0.082
C -4.395 -2.676 6.661 -0.095
C -3.090 -2.242 6.473 -0.080
C -2.609 -2.021 5.191 -0.036
C -0.826 -1.725 1.360 -0.306
O -1.310 -0.725 0.661 -0.194
C 0.509 -2.165 1.117 -0.134
C 1.104 -3.174 1.835 0.022
C 1.149 -1.326 0.056 -0.576
N 0.531 -1.440 -1.122 -0.094
C -0.385 -2.488 -1.478 -0.291
C 0.386 -3.786 -1.724 -0.447
Te 2.153 -3.467 -2.905 1.294
C 3.581 -3.951 -1.431 -0.561
C 4.867 -3.438 -1.587 -0.174
C 5.865 -3.746 -0.675 -0.104
C 5.595 -4.569 0.409 -0.100
C 4.320 -5.095 0.562 -0.096
C 3.322 -4.794 -0.355 -0.154
C 2.708 0.263 -1.036 -0.167
C 3.488 -0.491 0.981 -0.100
C 4.837 -0.561 0.973 -0.080
C 5.497 -0.110 -0.222 -0.106
C 5.032 0.287 -1.428 -0.108
C 3.702 0.458 -1.925 -0.044
H 0.323 -5.380 4.338 0.072
H 1.921 -4.674 4.068 0.077
H 1.265 -5.823 2.910 0.072
H -1.510 -4.003 3.781 0.121
H -5.392 -2.738 3.420 0.117
H -6.256 -3.169 5.712 0.099
H -4.763 -2.870 7.661 0.097
H -2.443 -2.081 7.326 0.100
H -1.595 -1.671 5.042 0.120
H 2.138 -3.434 1.633 0.111
H -0.871 -2.156 -2.400 0.115
H -1.172 -2.669 -0.740 0.121
H -0.231 -4.527 -2.226 0.044
H 0.718 -4.189 -0.769 0.025
H 5.089 -2.786 -2.424 0.086
H 6.857 -3.334 -0.811 0.101
H 6.373 -4.806 1.123 0.097
H 4.098 -5.754 1.393 0.101
H 2.342 -5.236 -0.223 0.089
H 1.447 -0.213 1.526 -0.051
H 5.423 -0.959 1.786 0.109
H 6.583 -0.123 -0.172 0.108
H 5.823 0.502 -2.140 0.109
H 3.529 0.780 -2.941 0.128
S -1.688 1.959 -0.369 0.769
C -1.189 3.226 0.760 -0.801
N -2.117 3.831 1.570 0.017
N -3.291 3.242 1.599 -0.071
C -4.407 3.857 2.143 -0.245
C -5.625 3.176 2.104 -0.044
C -6.761 3.768 2.624 -0.119
C -6.699 5.036 3.191 -0.140
C -5.484 5.706 3.228 -0.115
C -4.336 5.130 2.709 -0.041
N -0.007 3.759 0.849 -0.059
N 1.040 3.167 0.093 -0.220
C 1.831 4.126 -0.582 -0.263
C 3.140 3.846 -0.970 -0.088
C 3.886 4.800 -1.642 -0.102
C 3.344 6.041 -1.945 -0.121
C 2.033 6.310 -1.578 -0.093
C 1.277 5.365 -0.903 -0.013
H -3.391 2.357 1.093 0.064
H -5.667 2.188 1.659 0.107
H -7.704 3.236 2.587 0.092
H -7.591 5.496 3.596 0.083
H -5.428 6.695 3.667 0.092
H -3.385 5.641 2.722 0.093
H 3.591 2.887 -0.748 0.056
H 4.906 4.568 -1.922 0.096
H 3.934 6.786 -2.463 0.089
H 1.587 7.265 -1.827 0.098
H 0.257 5.570 -0.617 0.108
Cl 3.344 2.744 2.087 0.331
Si 1.772 1.859 1.008 -0.213
Cl 2.076 -0.030 0.370 0.515
Cl 0.421 1.278 2.604 0.471
F -1.519 2.204 -9.486 0.124
C -1.810 1.024 -8.901 -0.579
F -3.130 0.815 -9.079 0.124
F -1.180 0.079 -9.639 0.123
C -1.411 0.985 -7.462 -0.145
C -0.299 1.696 -7.032 -0.019
C 0.091 1.640 -5.707 -0.021
C -0.624 0.872 -4.782 -0.238
C -1.751 0.167 -5.231 -0.016
C -2.137 0.220 -6.556 -0.016
C -0.262 0.811 -3.407 -0.089
C -0.065 0.751 -2.205 -0.129
H 0.257 2.302 -7.736 0.118
H 0.949 2.205 -5.368 0.114
H -2.326 -0.403 -4.513 0.117
H -3.009 -0.327 -6.890 0.118

E values, unit eV, following the record order: -97538.124, -69948.505, -115874.248, -162459.056.